ORCA calculation (the ωB97M-V functional and the def2-TZVPD basis) on the ion CBrF2O3S with charge -1.

Each line ends with the natural charge from an NBO analysis.
Geometry (Å):
1 C -1.523 0.570 -0.600  0.4876
2 O 1.198 -0.375 1.623  -0.9487
3 O 2.423 -0.857 -0.422  -0.9589
4 O 1.091 1.147 -0.351  -0.9173
5 F -1.401 1.030 0.610  -0.3627
6 F -2.768 0.015 -0.563  -0.4187
7 S 1.396 -0.093 0.198  2.3959
8 Br -0.416 -1.436 -0.494  -0.2772

Summary:
- LUMO: 3.6 eV
- E_HOMO: -4.77 eV
- Gap between HOMO and LUMO: 8.414 eV
- 2S+1: 1
- DFT total energy: -93491.7600 eV
- Relative energy (zero: lowest compared OMol25 entry of this formula, charge and spin): 142.3 kJ/mol
- Charge: -1


ORCA calculation (the ωB97M-V functional and the def2-TZVPD basis) on a cluster of 2 separate species, CBrFN2O2 in total.

Each line ends with the natural charge from an NBO analysis.
Geometry (Å):
1 C -0.221 -0.205 0.010  0.3829
2 N -0.425 -1.417 0.016  0.0148
3 N -0.839 1.038 0.016  0.4311
4 O -1.231 1.504 1.071  -0.3027
5 O -0.734 1.637 -1.037  -0.3014
6 F 0.517 -2.539 -0.033  -0.1741
7 Br 2.933 -0.018 -0.043  -0.0506

Summary:
- LUMO (spin up / spin down): -3.4 / -3.9 eV
- E_HOMO (spin up / spin down): -11.53 / -10.99 eV
- Gap between HOMO and LUMO (spin up / spin down): 8.151 / 7.108 eV
- 2S+1: 1
- DFT total energy: -80862.5142 eV
- Relative energy (zero: lowest compared OMol25 entry of this formula, charge and spin): 398.3 kJ/mol
- Charge: 0